1.
Entry from the Open Molecules 2025 dataset: a cluster of 2 separate species, C4H9NO in total (the ωB97M-V functional and the def2-TZVPD basis).

XYZ file:
```
15
Properties=species:S:1:pos:R:3:forces:R:3
C 0.150800 -0.349953 1.440900 -0.07 -0.31 -0.69
C -1.798418 -0.956747 2.605849 0.37 -0.29 -0.24
N -1.193956 -0.045246 1.816754 0.13 0.24 0.59
H 0.810935 0.503411 1.646738 0.20 0.18 -0.03
H 0.257336 -0.562970 0.358923 -0.01 0.19 -0.10
H 0.635260 -1.231068 1.909608 -0.32 -0.01 0.40
H -2.591217 -0.670743 3.291722 -0.23 -0.02 -0.21
H -1.560972 -2.025801 2.490054 -0.05 -0.01 0.30
C 0.478712 1.728614 -1.896598 0.47 -0.20 -0.92
C 1.020792 0.572264 -2.229633 0.04 -0.54 0.14
O 0.301170 -0.428307 -2.829711 0.26 -0.43 -0.21
H 1.122742 2.485190 -1.493196 -0.11 0.25 0.27
H -0.516593 1.934661 -2.249122 -0.31 0.19 0.41
H 2.050203 0.288317 -2.039009 0.04 0.26 0.24
H 0.833205 -1.241619 -2.823278 -0.40 0.50 0.06
```
Forces are in eV/Å.

Computed properties:
Charge: -1
Gap between HOMO and LUMO (alpha / beta) in eV: 2.356 / 5.556
Lowest unoccupied orbital energy (alpha / beta) in eV: 3.22 / 3.15
Multiplicity: 2
Highest occupied orbital energy (alpha / beta) in eV: 0.860 / -2.411

Atom charges from the Mulliken analysis, given in e for atoms 1 to 8: -0.690, -0.767, -0.577, 0.120, -0.020, 0.459, 0.319, 0.198

***

2.
Entry from the Open Molecules 2025 dataset: a cluster of 7 separate species, C4H23N3O6 in total (the ωB97M-V functional and the def2-TZVPD basis).

XYZ file:
```
36
Properties=species:S:1:pos:R:3:forces:R:3
C 2.794181 -1.753602 0.697394 2.62 -3.99 0.70
C 2.278762 -0.504190 1.252763 -1.00 0.95 0.99
C 2.043288 0.447411 0.080265 0.02 3.01 0.94
N 0.611772 0.686951 0.011914 0.71 3.14 -0.66
C 0.050561 1.899206 -0.620587 -0.62 -1.97 1.34
N 0.522587 3.214254 -0.270060 1.68 -4.80 -0.43
N -1.025878 1.534186 -1.193939 -1.39 0.04 -0.84
H 2.275298 -2.286581 -0.214250 0.52 1.37 2.07
H 3.886723 -1.674194 0.444584 -0.87 0.10 -0.18
H 2.856396 -2.465768 1.615605 -0.30 0.46 -1.81
H 1.377578 -0.816294 1.841732 -0.20 0.65 -1.22
H 2.771940 -0.061762 2.164801 0.65 -0.38 -1.39
H 2.492970 0.161721 -0.857628 -0.16 -1.31 -0.40
H 2.620227 1.485361 0.099740 -1.41 -1.58 0.96
H -0.040402 -0.102146 0.074811 0.73 0.60 -0.68
H -0.173976 3.818297 -0.114882 -3.00 2.78 0.29
H 1.380067 3.585829 -0.586728 0.76 0.02 -0.30
H -1.869068 2.030319 -1.539490 1.54 0.60 0.54
H -0.456111 0.593636 -3.176964 0.57 3.61 3.30
H 0.248938 -0.293687 -4.071994 -2.82 0.25 0.44
O -0.706032 -0.039230 -3.758906 2.31 -3.63 -4.00
H -2.033326 2.367071 1.909840 3.98 1.43 0.03
H -2.949966 1.512097 0.982772 0.34 1.11 2.56
O -2.872307 2.055868 1.870700 -4.39 -2.41 -2.55
H -1.092613 -0.745501 -1.760479 0.59 4.00 -1.90
H -1.591290 -2.189827 -2.333283 0.62 2.19 0.90
O -1.273482 -1.605762 -1.582933 -1.75 -5.95 0.65
H -0.800032 0.841728 3.098307 -0.94 -0.28 0.59
H -0.310973 -0.095995 2.197320 0.40 -0.81 -0.78
O -1.016413 -0.072272 2.839078 0.58 0.94 0.27
H -3.462818 -0.712661 0.994216 0.03 0.11 0.08
H -2.250566 -0.578610 0.032396 -1.98 0.57 0.13
O -3.180541 -0.230291 0.208226 1.62 -0.59 -0.27
H -0.826933 -3.002169 -0.767427 2.72 -1.23 2.13
H -0.227377 -3.476501 0.705047 0.00 -0.03 -1.58
O -0.051171 -3.526906 -0.271949 -2.18 1.02 0.05
```
Forces are in eV/Å.

Computed properties:
Charge: 0
Gap between HOMO and LUMO in eV: 9.561
SMILES: [H]/N=C(\N)NCCC.O.O.O.O.O.O
Lowest unoccupied orbital energy in eV: 0.26
Multiplicity: 1
Highest occupied orbital energy in eV: -9.303

Atom charges from the Mulliken analysis, given in e for atoms 1 to 8: -1.341, -0.135, -0.575, 0.238, 0.191, -0.446, -0.482, 0.253

***

3.
Entry from the Open Molecules 2025 dataset: a cluster of 5 separate species, C30H67N3O5 in total (the ωB97M-V functional and the def2-TZVPD basis).

XYZ file:
```
105
Properties=species:S:1:pos:R:3:forces:R:3
C -0.122709 3.169863 -1.528795 1.34 -0.45 -0.32
C -1.211341 4.075635 -2.018902 -1.22 0.50 -0.04
C -1.785363 4.837655 -0.819655 0.51 -0.35 0.94
C -2.769166 5.923546 -1.171079 -0.11 0.26 -0.09
C -2.156857 6.911658 -2.169403 -0.13 -0.25 0.08
C -1.380057 6.284386 -3.335199 -0.75 -0.14 -0.78
N -0.654342 5.098590 -2.888092 1.34 0.55 0.70
O 0.090487 4.523135 -3.949941 -0.45 -0.08 -0.29
C -2.380234 5.960094 -4.483943 0.12 -0.41 0.46
C -0.352061 7.291700 -3.838905 0.29 -0.44 -0.10
C -2.302630 3.256095 -2.718301 -0.01 -0.39 -0.23
H 0.654338 3.704288 -0.972554 -0.27 0.17 0.17
H 0.422686 2.739231 -2.373935 -0.25 -0.17 0.00
H -0.483355 2.341430 -0.921282 -0.20 0.11 0.08
H -2.183089 4.108329 -0.102058 -0.32 0.02 -0.26
H -0.939092 5.261964 -0.261894 0.01 0.18 -0.28
H -3.036883 6.522889 -0.297643 -0.03 -0.26 0.16
H -3.705945 5.479749 -1.518926 0.05 0.11 -0.23
H -1.501867 7.593753 -1.621974 0.05 -0.05 0.01
H -2.969596 7.499914 -2.600309 0.15 0.22 -0.02
H -3.316024 5.605289 -4.047959 -0.08 0.05 -0.15
H -2.591157 6.826462 -5.109029 0.03 0.06 0.04
H -1.985135 5.152593 -5.100199 0.04 0.14 -0.14
H 0.377598 7.472549 -3.046541 -0.09 0.29 -0.01
H 0.193630 6.868673 -4.683512 -0.08 0.08 -0.09
H -0.835501 8.205821 -4.178019 0.03 0.12 0.18
H -3.240798 3.800087 -2.799598 -0.03 0.00 0.04
H -2.491928 2.313140 -2.199248 -0.05 0.10 0.09
H -1.987662 2.998723 -3.731912 0.07 0.01 0.04
H 1.000146 4.766962 -3.756783 0.04 0.00 0.06
C 6.667277 4.519979 -1.277659 0.37 0.40 0.15
C 5.355400 3.928507 -0.801506 -0.52 0.16 0.11
C 4.793206 3.067878 -1.929996 0.06 -0.72 -0.17
C 3.715683 2.100618 -1.482666 -0.86 0.88 1.07
C 4.145411 1.300673 -0.266543 0.25 -1.32 -0.94
C 4.731204 2.080806 0.899937 -0.53 0.10 -0.05
N 5.653407 3.055559 0.342570 0.98 -0.09 -0.29
O 6.238104 3.840390 1.381100 -0.34 -0.02 0.11
C 3.616759 2.684873 1.754546 0.02 0.59 0.38
C 5.522855 1.083888 1.743006 -0.23 -0.03 -0.21
C 4.380039 5.069449 -0.488674 -0.12 0.36 -0.12
H 7.367806 3.746665 -1.593617 -0.12 -0.08 -0.13
H 7.160548 5.077311 -0.480806 -0.13 0.09 -0.01
H 6.470625 5.214712 -2.096024 0.11 -0.10 -0.10
H 4.370372 3.673001 -2.733611 0.30 0.30 0.03
H 5.636859 2.503445 -2.341367 -0.10 -0.07 -0.11
H 3.351908 1.487665 -2.306000 0.20 -0.24 0.05
H 2.834229 2.670007 -1.143637 0.08 0.11 -0.34
H 4.887024 0.568063 -0.618217 0.12 0.14 0.17
H 3.316888 0.681103 0.089405 -0.03 0.15 0.11
H 2.933828 1.940631 2.166219 0.09 -0.18 -0.15
H 4.050609 3.222585 2.602664 0.01 -0.03 -0.08
H 3.031808 3.413631 1.198193 -0.12 -0.09 -0.04
H 6.271617 0.612349 1.108002 0.12 -0.05 0.10
H 6.001926 1.544879 2.604893 -0.09 0.00 0.07
H 4.810731 0.324198 2.071650 0.20 -0.09 0.20
H 4.260190 5.713489 -1.366324 0.14 -0.08 -0.01
H 4.745074 5.706024 0.318403 -0.04 -0.15 0.11
H 3.379969 4.712888 -0.252733 0.01 -0.03 0.13
H 7.061562 3.380946 1.567640 0.12 0.06 -0.04
C -2.488059 -8.699672 1.012907 0.21 -0.07 0.34
C -2.844028 -7.205953 0.993994 -0.13 -0.41 -0.39
C -4.223287 -7.012726 0.376688 -0.78 0.63 -0.72
C -5.382184 -7.530401 1.216062 0.76 -0.11 -0.16
C -5.383564 -6.820258 2.560078 -0.22 -0.20 -0.16
C -4.008195 -6.754315 3.250108 0.16 -0.48 0.41
N -2.907239 -6.584841 2.299848 -0.40 1.34 -0.16
O -1.666747 -6.588704 2.972861 0.02 -0.47 -0.03
C -4.017477 -5.548681 4.192910 -0.34 0.00 0.03
C -3.840525 -8.036254 4.079540 -0.07 -0.42 0.70
C -1.835471 -6.447350 0.114519 0.35 0.26 -0.30
H -1.498144 -8.861157 1.447552 -0.02 0.13 -0.02
H -2.475195 -9.110576 0.002785 -0.07 0.01 -0.02
H -3.189348 -9.261950 1.627281 -0.05 -0.08 -0.14
H -4.407080 -5.943450 0.188461 0.26 0.02 0.37
H -4.253189 -7.402759 -0.647556 0.19 -0.45 0.22
H -5.254892 -8.607616 1.351860 -0.23 -0.03 0.01
H -6.311341 -7.351169 0.677074 -0.13 -0.13 0.11
H -6.048946 -7.376342 3.225013 -0.02 0.21 0.16
H -5.822571 -5.826844 2.444246 0.22 0.11 -0.05
H -4.853820 -5.667728 4.887599 0.13 0.01 0.10
H -3.093402 -5.453639 4.759143 0.02 -0.06 0.02
H -4.204234 -4.625744 3.640784 0.17 -0.03 -0.10
H -4.459792 -8.009557 4.984990 -0.10 0.15 -0.20
H -4.149330 -8.933931 3.540734 0.09 0.06 -0.14
H -2.826406 -8.189457 4.452888 0.09 0.15 -0.30
H -0.983117 -7.052505 -0.204818 -0.02 -0.08 0.24
H -1.445499 -5.562917 0.616887 -0.01 -0.03 0.06
H -2.290776 -6.087884 -0.811583 -0.13 -0.07 0.07
H -1.308770 -5.705899 2.825111 0.09 -0.01 0.03
O 0.719097 -5.258815 2.239714 0.08 0.05 0.13
H 1.380770 -5.019941 2.897440 0.03 0.02 0.04
H 0.847728 -6.198947 2.076858 -0.10 -0.05 -0.07
C -0.263166 -0.836575 1.967701 -0.26 0.29 0.66
C -0.009673 -1.830126 0.849305 -0.10 0.34 0.01
C 0.357986 -1.105881 -0.426968 -0.03 0.57 -0.27
O 1.081138 -2.661995 1.212624 0.12 -0.16 -0.03
H -1.180493 -0.253678 1.839027 0.06 -0.06 -0.30
H 0.556358 -0.123053 2.088333 0.09 -0.12 -0.12
H -0.385108 -1.352278 2.924343 0.11 -0.10 -0.09
H -0.944511 -2.385764 0.706455 0.22 -0.32 -0.06
H -0.406839 -0.368498 -0.692095 -0.02 -0.09 0.03
H 0.513363 -1.745858 -1.294474 -0.04 -0.24 0.15
H 1.282279 -0.546309 -0.259513 0.02 -0.07 0.01
H 0.804687 -3.572421 1.370025 -0.14 0.03 -0.09
```
Forces are in eV/Å.

Computed properties:
Charge: 0
Gap between HOMO and LUMO in eV: 8.574
SMILES: CC1(C)CCCC(C)(C)N1O.CC1(C)CCCC(C)(C)N1O.CC1(C)CCCC(C)(C)N1O.CC(C)O.O
Lowest unoccupied orbital energy in eV: 0.40
Multiplicity: 1
Highest occupied orbital energy in eV: -8.178

Atom charges from the Mulliken analysis, given in e for atoms 1 to 8: -2.565, 2.197, -1.306, -0.701, -1.145, 1.625, 0.468, -0.487

***

For the records above, the corresponding DFT total energy values read -7827.8799; -21273.1912; -46901.4782 eV.
For the records above, the corresponding maximum force values read 1.1; 6.2; 1.6 eV Å⁻¹.